[1]
The following is a quantum chemistry calculation of a 17-piece molecular cluster, C51H119N17O17 overall, from the OMol25 dataset.

Relative energy (zero: lowest compared OMol25 entry of this formula, charge and spin) ... 985.1 kJ/mol
HOMO energy ... -8.92 eV
Spin multiplicity ... 1

Geometry (Å):
1 C 8.34940 -12.10961 18.00433
2 O 8.19642 -12.41289 16.83463
3 N 8.02298 -12.76237 19.10643
4 C 7.16250 -13.94840 18.92644
5 C 8.39193 -12.23024 20.37041
6 H 8.77490 -11.11497 18.28704
7 H 6.90903 -14.07842 17.87456
8 H 6.16562 -13.70713 19.29609
9 H 7.57302 -14.84110 19.39202
10 H 7.57858 -12.02544 21.04823
11 H 9.23181 -12.77369 20.86572
12 H 8.83187 -11.28154 20.15996
13 C 1.59983 -15.33011 17.54880
14 O 1.11912 -15.31253 18.65308
15 N 2.77576 -14.84937 17.23208
16 C 3.37728 -15.22995 15.99432
17 C 3.55933 -14.17322 18.19267
18 H 1.12519 -15.84516 16.71603
19 H 4.42042 -15.65910 16.06942
20 H 3.55246 -14.35915 15.29218
21 H 2.66884 -15.90035 15.41345
22 H 4.17698 -14.84530 18.79456
23 H 4.26843 -13.53495 17.68427
24 H 2.86718 -13.68408 18.91080
25 C 1.55838 -16.92190 23.13304
26 O 1.79007 -17.12363 24.29925
27 N 2.09308 -17.71483 22.15919
28 C 3.19029 -18.68136 22.47067
29 C 1.98319 -17.45175 20.77943
30 H 0.89382 -16.07119 22.82645
31 H 3.08801 -19.01757 23.49390
32 H 4.18300 -18.17692 22.32087
33 H 3.12498 -19.44915 21.67978
34 H 2.90489 -17.01777 20.36097
35 H 1.79984 -18.39789 20.26228
36 H 1.20110 -16.75856 20.46896
37 C 2.95082 -22.30056 17.60605
38 O 3.03228 -23.19848 18.47341
39 N 3.24377 -22.51586 16.31376
40 C 3.14933 -21.49601 15.27561
41 C 3.65401 -23.83190 15.97476
42 H 2.57782 -21.27558 17.81042
43 H 2.20909 -21.57846 14.66283
44 H 3.97118 -21.57495 14.56460
45 H 3.17297 -20.47485 15.68713
46 H 4.39693 -23.75238 15.16520
47 H 4.22970 -24.31729 16.78843
48 H 2.77527 -24.43931 15.78915
49 C 1.06920 -18.71647 16.60202
50 O 2.22703 -18.36914 16.37845
51 N 0.08542 -18.68863 15.68732
52 C -1.29247 -19.12822 15.97182
53 C 0.49468 -18.26007 14.35256
54 H 0.69744 -19.15463 17.54235
55 H -1.51522 -19.97603 15.36512
56 H -1.96782 -18.29973 15.82809
57 H -1.41153 -19.64959 16.96497
58 H 0.78408 -17.16811 14.32736
59 H 1.36794 -18.79105 13.97418
60 H -0.35787 -18.39635 13.71419
61 C 2.87381 -19.15142 11.72514
62 O 2.96433 -20.10213 12.49504
63 N 3.50917 -17.97801 11.90055
64 C 3.45443 -16.81336 11.01206
65 C 4.20810 -17.79081 13.12698
66 H 2.29264 -19.26776 10.78908
67 H 3.22714 -15.92761 11.62018
68 H 2.77251 -17.00405 10.22928
69 H 4.45147 -16.53807 10.59904
70 H 5.20962 -17.55337 12.81080
71 H 3.82305 -16.96440 13.69777
72 H 4.21745 -18.66967 13.77647
73 C 6.62376 -21.98715 17.08506
74 O 6.81533 -22.78889 16.18808
75 N 7.62448 -21.37119 17.78728
76 C 7.22450 -20.50398 18.85610
77 C 9.00649 -21.61719 17.47622
78 H 5.59600 -21.75654 17.40089
79 H 6.14831 -20.43307 18.98964
80 H 7.63405 -19.50458 18.70032
81 H 7.54477 -20.80143 19.84602
82 H 9.05872 -22.43185 16.71387
83 H 9.49701 -20.69180 17.11182
84 H 9.44227 -21.96725 18.39455
85 C 8.71854 -15.88797 14.82242
86 O 8.17905 -16.38794 15.82149
87 N 9.83169 -15.19589 14.80134
88 C 10.33123 -14.67038 13.59997
89 C 10.38285 -14.72334 16.03617
90 H 8.26053 -16.07852 13.83008
91 H 9.61416 -14.77328 12.77361
92 H 11.30568 -15.09919 13.24736
93 H 10.42055 -13.59184 13.75042
94 H 10.07466 -15.45233 16.83175
95 H 11.45471 -14.75357 16.03495
96 H 10.04919 -13.70722 16.35939
97 C 5.75419 -13.40766 23.70224
98 O 6.72707 -12.77649 23.31261
99 N 4.96517 -14.30645 23.06113
100 C 3.83019 -14.87202 23.72574
101 C 5.37726 -14.92627 21.84489
102 H 5.38653 -13.10945 24.72368
103 H 3.60937 -14.31148 24.63980
104 H 4.00429 -15.93112 23.84035
105 H 2.96211 -14.69222 23.06218
106 H 6.26600 -14.43589 21.40958
107 H 5.58271 -15.94260 22.12254
108 H 4.49551 -14.87639 21.18684
109 C 5.36899 -14.30681 13.15346
110 O 4.18031 -14.57669 13.07455
111 N 5.95493 -13.22466 13.63043
112 C 7.42848 -12.96914 13.78085
113 C 5.10707 -12.12509 13.98068
114 H 6.17140 -15.06746 12.85890
115 H 7.95682 -13.56471 13.05378
116 H 7.75980 -13.12268 14.81185
117 H 7.74779 -11.92079 13.62701
118 H 4.81530 -12.10209 15.04477
119 H 5.62209 -11.19881 13.78983
120 H 4.19498 -12.19646 13.40084
121 C 9.32027 -20.66249 12.53113
122 O 10.33031 -20.89352 11.94333
123 N 9.13005 -20.05169 13.70763
124 C 7.84153 -19.87336 14.33598
125 C 10.09767 -19.22126 14.34309
126 H 8.35351 -21.06729 12.12958
127 H 7.83181 -20.18984 15.40134
128 H 7.12334 -20.46592 13.78726
129 H 7.55604 -18.82480 14.33771
130 H 9.89207 -18.17819 14.03459
131 H 10.02050 -19.22156 15.46857
132 H 11.16041 -19.52574 14.10205
133 C 10.44522 -17.84233 23.35974
134 O 10.65355 -17.13811 24.33872
135 N 9.42708 -17.84618 22.53620
136 C 9.27806 -18.50450 21.27884
137 C 8.32621 -16.99263 22.89145
138 H 11.21050 -18.55839 22.97705
139 H 8.34329 -19.10524 21.33626
140 H 10.16697 -19.11032 21.04542
141 H 9.06021 -17.86442 20.39165
142 H 7.81522 -17.30005 23.81302
143 H 8.70063 -15.94221 23.10402
144 H 7.69739 -16.98169 22.01874
145 C 0.51735 -21.33401 19.72976
146 O -0.27287 -20.76220 18.95094
147 N 0.56904 -21.05264 21.01868
148 C 1.17669 -21.87390 22.00070
149 C -0.43809 -20.10788 21.51878
150 H 1.20801 -22.12800 19.41511
151 H 1.72710 -22.66052 21.52310
152 H 0.49207 -22.46327 22.62120
153 H 1.78955 -21.25533 22.63237
154 H -1.39841 -20.61520 21.68514
155 H -0.04207 -19.68508 22.42437
156 H -0.62205 -19.29971 20.81055
157 C 6.50053 -17.31182 18.53139
158 O 6.63825 -17.13886 19.76665
159 N 5.45307 -17.88121 17.96294
160 C 5.31383 -18.09376 16.54225
161 C 4.45437 -18.52443 18.72212
162 H 7.21609 -16.95486 17.78404
163 H 5.44475 -19.13888 16.37206
164 H 5.91864 -17.39224 15.96780
165 H 4.29734 -17.79107 16.28960
166 H 3.46671 -18.11712 18.41252
167 H 4.43357 -19.58815 18.47108
168 H 4.66677 -18.38614 19.78076
169 C 8.50806 -16.24928 10.44531
170 O 7.94355 -16.29328 11.55127
171 N 9.60404 -16.91438 10.09055
172 C 10.29497 -16.73637 8.83326
173 C 10.27949 -17.68112 11.10635
174 H 8.05361 -15.58505 9.67572
175 H 10.51549 -17.71329 8.35881
176 H 11.25995 -16.31390 8.95840
177 H 9.61562 -16.29385 8.09857
178 H 10.44870 -18.67919 10.71665
179 H 11.26659 -17.30572 11.46766
180 H 9.72751 -17.72601 12.01049
181 C 6.59556 -26.86869 19.66484
182 O 6.32187 -26.64347 20.82016
183 N 7.04240 -26.06444 18.67239
184 C 7.32355 -26.56275 17.28503
185 C 7.10011 -24.65390 18.97259
186 H 6.43217 -27.86356 19.27347
187 H 7.04473 -27.62888 17.29646
188 H 8.38494 -26.38672 16.97454
189 H 6.68620 -26.00301 16.58387
190 H 8.07089 -24.25597 18.65269
191 H 6.19528 -24.14038 18.60358
192 H 7.03242 -24.60226 20.07799
193 C 4.53697 -22.23996 20.99115
194 O 4.73030 -21.08064 20.74018
195 N 4.99742 -22.84193 22.09887
196 C 4.88598 -24.25185 22.29910
197 C 5.80880 -22.07320 23.03218
198 H 3.87272 -22.88407 20.35290
199 H 5.80094 -24.81678 22.42738
200 H 4.34369 -24.73209 21.47315
201 H 4.21792 -24.43741 23.13378
202 H 5.54507 -21.03613 22.90079
203 H 5.66792 -22.31883 24.09673
204 H 6.85627 -22.21533 22.78727

***

[2]
The following is a quantum chemistry calculation of C3H2I2N2O2 as an isolated structure, from the OMol25 dataset.

HOMO energy (spin up / spin down) ... -6.40 / -9.75 eV
Expectation value of S² ... 2.01
Spin multiplicity ... 3

Geometry (Å):
1 C 0.17419 -0.05129 1.62378
2 C 1.10890 -0.01052 -0.62978
3 C -1.28825 0.00019 -0.31066
4 N 1.18160 -0.02048 0.81668
5 N -0.14452 -0.04380 -1.11786
6 O -0.25109 -0.05956 2.70980
7 O 2.12396 0.01988 -1.26053
8 I -2.33649 1.86794 -0.41049
9 I -2.53225 -1.73602 -0.43655
10 H 2.14797 0.01776 1.14611
11 H -0.18403 0.01590 -2.13051

***

[3]
The following is a quantum chemistry calculation of C36H29BrN3O4PPd as an isolated structure, from the OMol25 dataset.

Relative energy (zero: lowest compared OMol25 entry of this formula, charge and spin) ... 67.7 kJ/mol
HOMO energy (spin up / spin down) ... -7.78 / -8.68 eV
Expectation value of S² ... 6.04
Spin multiplicity ... 5

Geometry (Å):
1 Pd -0.37156 0.84803 0.34620
2 C 1.23499 4.21316 2.90562
3 C 0.94054 3.37208 1.68795
4 O -0.09224 2.69162 1.68941
5 C 1.89754 3.45204 0.61100
6 C 1.78776 2.91085 -0.64758
7 C 2.78787 3.25022 -1.71142
8 N 0.78186 2.06229 -0.96667
9 N 0.61088 1.78186 -2.23780
10 C -0.07314 0.62342 -2.44462
11 O -0.24947 -0.23653 -1.55372
12 C -0.59057 0.38477 -3.80744
13 C -0.28951 1.23794 -4.86668
14 C -0.84080 1.00468 -6.11550
15 C -1.69776 -0.07098 -6.30862
16 C -2.00255 -0.91930 -5.25251
17 C -1.44875 -0.69512 -4.00377
18 H 2.02863 3.73111 3.48324
19 H 0.34544 4.28584 3.52519
20 H 1.59096 5.20492 2.62913
21 H 2.75482 4.08499 0.79561
22 H 3.56058 3.90278 -1.31274
23 H 2.29098 3.74128 -2.54817
24 H 3.24116 2.34082 -2.10744
25 H 0.37050 2.07730 -4.69903
26 H -0.60814 1.66552 -6.94011
27 H -2.13331 -0.24534 -7.28411
28 H -2.67742 -1.75195 -5.40196
29 H -1.67887 -1.33651 -3.16305
30 C 4.82629 -1.16261 4.88478
31 C 4.48193 -2.24348 4.08564
32 C 3.53929 -2.09679 3.07748
33 C 2.93213 -0.86278 2.86285
34 C 3.29172 0.22015 3.66117
35 C 4.22777 0.07143 4.67216
36 P 1.61350 -0.58169 1.62582
37 C 1.63950 -2.05685 0.55927
38 C 2.79691 -2.34356 -0.16422
39 C 2.81093 -3.37896 -1.08352
40 C 1.66180 -4.12718 -1.30510
41 C 0.50279 -3.83324 -0.60407
42 C 0.48782 -2.80265 0.32576
43 C 0.15293 -0.82005 2.68921
44 C -0.02495 -1.77576 3.69831
45 C -1.19837 -1.77486 4.43073
46 C -2.20182 -0.83767 4.17761
47 C -2.05008 0.11384 3.17697
48 C -0.87095 0.06726 2.47182
49 H 5.56215 -1.27974 5.66954
50 H 4.94611 -3.20798 4.24667
51 H 3.27432 -2.94740 2.46194
52 H 2.82451 1.18494 3.49462
53 H 4.49373 0.91914 5.29028
54 H 3.69501 -1.75538 -0.00824
55 H 3.71716 -3.59660 -1.63401
56 H 1.67038 -4.93051 -2.03023
57 H -0.40139 -4.40035 -0.78309
58 H -0.43243 -2.56688 0.84585
59 H 0.75589 -2.49939 3.90331
60 H -1.34174 -2.50614 5.21568
61 H -3.11023 -0.85463 4.76709
62 H -2.82314 0.83757 2.95650
63 Br -7.33163 -2.03868 -2.16648
64 C -6.14793 -0.56387 -2.09520
65 C -6.43042 0.57650 -2.83470
66 N -5.64072 1.64314 -2.83376
67 C -4.53843 1.60176 -2.09002
68 C -4.18149 0.50315 -1.31778
69 C -5.00692 -0.61196 -1.32025
70 C -2.90661 0.48370 -0.52507
71 O -2.19972 1.54737 -0.55937
72 O -2.57252 -0.54224 0.08474
73 H -7.32389 0.62247 -3.44641
74 H -3.89896 2.47506 -2.10282
75 H -4.74065 -1.47936 -0.73182

***

no.,molecular weight (g mol⁻¹)
1,1242.6
2,351.9
3,784.9